# 1
Entry from OMol25: one molecule with the formula C20H25NO3 (ωB97M-V with the def2-TZVPD basis set).

The SMILES is COc1ccc(OCCOCCN2CCc3ccccc3C2)cc1. As for the energy above the lowest of the compared OMol25 structures with the same formula, charge and spin: 82.5 kcal/mol. As for the molecular weight: 327.42 g/mol.

Geometry (Å):
C (1.9811, 0.5095, 3.9614)
H (2.9133, 0.9189, 4.3473)
O (2.3510, -0.3906, 2.9480)
C (1.3623, -1.0153, 2.2455)
C (1.7822, -1.8244, 1.1875)
C (0.8656, -2.4858, 0.4074)
C (-0.5035, -2.3822, 0.6686)
C (-0.9202, -1.6034, 1.7365)
C (0.0056, -0.9159, 2.5109)
H (-0.3601, -0.3104, 3.3253)
H (-1.9647, -1.5190, 1.9941)
O (-1.3081, -3.0911, -0.1795)
C (-2.7086, -3.0795, -0.0250)
C (-3.4093, -1.7722, -0.4382)
O (-3.3547, -1.4906, -1.8158)
C (-2.1046, -1.0407, -2.3087)
C (-1.6647, 0.3032, -1.7045)
N (-0.7052, 0.9603, -2.5748)
C (0.6575, 0.5045, -2.3652)
C (1.3625, 1.1408, -1.1890)
C (2.5443, 0.5847, -0.7152)
C (3.2260, 1.1579, 0.3404)
C (2.7237, 2.2999, 0.9417)
C (1.5535, 2.8633, 0.4719)
C (0.8684, 2.3001, -0.5988)
C (-0.3953, 2.9411, -1.1056)
C (-0.7542, 2.4078, -2.4969)
H (-1.7546, 2.7391, -2.7872)
H (-0.0415, 2.7944, -3.2309)
H (-0.2734, 4.0261, -1.1406)
H (-1.2117, 2.7278, -0.4075)
H (1.1616, 3.7611, 0.9312)
H (3.2483, 2.7526, 1.7705)
H (4.1420, 0.7151, 0.7004)
H (2.9298, -0.3054, -1.1913)
H (0.6522, -0.5810, -2.2480)
H (1.2240, 0.7330, -3.2777)
H (-1.2576, 0.1543, -0.6916)
H (-2.5566, 0.9326, -1.6355)
H (-2.2657, -0.9023, -3.3800)
H (-1.3355, -1.8065, -2.1644)
H (-4.4745, -1.8865, -0.2162)
H (-3.0194, -0.9301, 0.1436)
H (-2.9872, -3.3193, 1.0100)
H (-3.0567, -3.8823, -0.6807)
H (1.1831, -3.1071, -0.4152)
H (2.8394, -1.9166, 1.0012)
H (1.4462, 0.0066, 4.7744)
H (1.3641, 1.3234, 3.5664)

Here are the Mulliken charges for atoms 1 to 8, given in e:
1. C -0.94
2. H 0.24
3. O -0.42
4. C 0.41
5. C -0.33
6. C -0.25
7. C 0.43
8. C -0.49

***

# 2
Entry from OMol25: one molecule with the formula C20H25NO4S (ωB97M-V with the def2-TZVPD basis set).

The SMILES is CCOC(=O)C1=C(N)OC2=C(C(=O)CC(C)(C)C2)[C@H]1c1ccc(CC)s1. As for the energy above the lowest of the compared OMol25 structures with the same formula, charge and spin: 0.0 kcal/mol. As for the molecular weight: 375.49 g/mol.

Geometry (Å):
C (-4.1882, -2.0974, 2.1773)
C (-3.3425, -2.9551, 1.2549)
H (-3.8700, -3.1819, 0.3211)
H (-3.0716, -3.9062, 1.7291)
O (-2.1534, -2.2345, 0.9496)
C (-1.3475, -2.7670, 0.0229)
O (-1.5943, -3.8366, -0.5230)
C (-0.1794, -1.9540, -0.2291)
C (0.7490, -2.3635, -1.1391)
N (0.6241, -3.4633, -1.9033)
H (1.4236, -3.8114, -2.4009)
H (-0.1780, -4.0476, -1.6797)
O (1.9126, -1.6913, -1.3734)
C (2.2038, -0.6040, -0.6042)
C (1.3546, -0.0805, 0.2917)
C (1.7383, 1.0704, 1.1165)
O (1.0274, 1.5022, 1.9979)
C (3.0699, 1.7080, 0.7760)
H (2.8804, 2.4145, -0.0382)
C (4.1319, 0.6956, 0.3382)
C (5.4112, 1.4285, -0.0693)
H (5.2151, 2.1352, -0.8726)
H (5.8180, 1.9774, 0.7763)
H (6.1631, 0.7207, -0.4106)
C (4.4440, -0.2659, 1.4865)
H (3.5548, -0.8152, 1.7855)
H (4.8087, 0.2852, 2.3498)
H (5.2090, -0.9798, 1.1888)
C (3.5789, -0.0769, -0.8663)
H (3.5336, 0.5864, -1.7366)
H (4.2319, -0.9120, -1.1283)
H (3.4084, 2.2821, 1.6401)
C (-0.0432, -0.6217, 0.4735)
C (-1.0210, 0.3614, -0.1052)
C (-1.0429, 0.8595, -1.3699)
C (-2.1093, 1.7599, -1.5952)
C (-2.8949, 1.9435, -0.5013)
S (-2.3199, 0.9962, 0.8370)
C (-4.1062, 2.8004, -0.3242)
C (-4.4588, 3.6082, -1.5676)
H (-5.3397, 4.2167, -1.3768)
H (-4.6714, 2.9489, -2.4057)
H (-3.6381, 4.2668, -1.8408)
H (-4.9545, 2.1641, -0.0518)
H (-3.9363, 3.4804, 0.5162)
H (-2.2723, 2.2451, -2.5405)
H (-0.3227, 0.5923, -2.1245)
H (-0.2597, -0.7267, 1.5423)
H (-5.1091, -2.6187, 2.4222)
H (-3.6425, -1.8841, 3.0921)
H (-4.4248, -1.1542, 1.6927)

Here are the Mulliken charges for atoms 1 to 8, given in e:
1. C -1.06
2. C -0.24
3. H 0.33
4. H 0.28
5. O -0.19
6. C 1.00
7. O -0.81
8. C -0.92

***

# 3
Entry from OMol25: one molecule with the formula C20H25NO5 (ωB97M-V with the def2-TZVPD basis set).

The SMILES is COc1ccc(OC[C@@H](O)CN(C)C(=O)[C@H](C)Oc2ccccc2)cc1. As for the energy above the lowest of the compared OMol25 structures with the same formula, charge and spin: 69.3 kcal/mol. As for the molecular weight: 359.42 g/mol.

Geometry (Å):
C (-4.0848, -4.6294, 0.9556)
H (-4.6605, -5.3098, 0.3298)
O (-2.7631, -4.7044, 0.4850)
C (-1.8119, -3.9352, 1.0951)
C (-0.5174, -4.0428, 0.5828)
C (0.5098, -3.3042, 1.1179)
C (0.2780, -2.4354, 2.1840)
C (-1.0017, -2.3359, 2.7034)
C (-2.0412, -3.0799, 2.1614)
H (-3.0255, -2.9707, 2.5895)
H (-1.2208, -1.6866, 3.5372)
O (1.3820, -1.7598, 2.6513)
C (1.2030, -0.6238, 3.4529)
C (0.5246, 0.5441, 2.7063)
O (0.4071, 1.6656, 3.5523)
H (1.2859, 1.9207, 3.8582)
C (1.2746, 0.8504, 1.3973)
N (0.4007, 1.4068, 0.3847)
C (-0.0337, 0.5820, -0.5925)
O (0.2583, -0.6010, -0.6139)
C (-0.9519, 1.1796, -1.6738)
C (-1.1896, 0.1703, -2.7962)
H (-1.9549, 0.5479, -3.4696)
H (-1.5102, -0.7739, -2.3664)
H (-0.2773, 0.0002, -3.3608)
O (-0.5499, 2.4460, -2.1688)
C (0.6976, 2.6388, -2.6883)
C (0.9118, 3.9051, -3.2358)
C (2.1381, 4.2378, -3.7717)
C (3.1732, 3.3159, -3.7715)
C (2.9636, 2.0622, -3.2283)
C (1.7363, 1.7155, -2.6867)
H (1.6090, 0.7303, -2.2694)
H (3.7622, 1.3350, -3.2217)
H (4.1331, 3.5741, -4.1920)
H (2.2873, 5.2211, -4.1928)
H (0.0951, 4.6102, -3.2272)
H (-1.9164, 1.3897, -1.1875)
C (0.0319, 2.7903, 0.5785)
H (0.8333, 3.4511, 0.2332)
H (-0.1361, 2.9593, 1.6425)
H (-0.8756, 3.0386, 0.0376)
H (1.6736, -0.0867, 1.0016)
H (2.0942, 1.5515, 1.5862)
H (-0.5030, 0.2644, 2.4534)
H (0.6360, -0.8486, 4.3662)
H (2.2173, -0.3261, 3.7431)
H (1.5080, -3.3742, 0.7187)
H (-0.3476, -4.7087, -0.2476)
H (-4.1606, -4.9498, 2.0003)
H (-4.4917, -3.6173, 0.8568)

Here are the Mulliken charges for atoms 1 to 8, given in e:
1. C -0.83
2. H 0.24
3. O -0.45
4. C 0.71
5. C -0.58
6. C -0.30
7. C 0.56
8. C -0.59

***

# 4
Entry from OMol25: C20H26AgAs2F12N2O10 as an isolated structure (ωB97M-V with the def2-TZVPD basis set).

The net charge is -1. As for the molecular weight: 940.12 g/mol.

Geometry (Å):
Ag (-0.3185, -0.3217, -0.4444)
As (-1.3980, -3.8065, -1.3589)
F (-1.1761, -5.4134, -1.9844)
F (-1.3230, -4.4072, 0.3360)
F (-1.7268, -2.1345, -0.6845)
F (-1.4747, -3.0742, -2.9811)
F (-3.1496, -4.2461, -1.5058)
F (0.4685, -3.6210, -1.4089)
As (-1.3525, 1.0038, -3.9006)
F (-1.8984, 2.1644, -2.5286)
F (-2.8002, -0.1391, -3.8533)
F (-0.8157, -0.1836, -5.2043)
F (0.2844, 1.8732, -4.1475)
F (-0.6996, 0.0013, -2.6801)
F (-2.1848, 2.0650, -5.0622)
C (6.0805, -2.8100, -3.1931)
C (4.9112, -3.3049, -2.4442)
C (3.9088, -2.3619, -2.2131)
C (4.0077, -0.9856, -2.5072)
C (5.1322, -0.5938, -3.1533)
C (6.1789, -1.4783, -3.5254)
N (2.9277, -0.0777, -2.1651)
O (3.0707, 1.0649, -2.5611)
O (1.9698, -0.5111, -1.5095)
H (7.0102, -3.3407, -3.0501)
H (4.8714, -4.3831, -2.3976)
H (2.9565, -2.6320, -1.7811)
H (5.3138, 0.4289, -3.4491)
H (7.1742, -1.2032, -3.8417)
C (-5.8822, 2.3121, 2.6035)
C (-4.5165, 2.6333, 2.3167)
C (-3.8757, 1.9882, 1.3228)
C (-4.5234, 0.9725, 0.5660)
C (-5.9087, 0.7156, 0.8048)
C (-6.5540, 1.2803, 1.8632)
N (-3.8353, 0.2829, -0.5617)
O (-4.4587, -0.2788, -1.4740)
O (-2.6288, 0.2693, -0.5993)
H (-6.4692, 2.6360, 3.4502)
H (-3.9634, 3.3898, 2.8535)
H (-2.8791, 2.2883, 1.0344)
H (-6.4774, -0.0518, 0.3007)
H (-7.6191, 1.1611, 1.9966)
C (3.9111, 2.7735, 1.7973)
C (2.7180, 1.8184, 1.5449)
O (1.8275, 2.6857, 0.8299)
C (0.5819, 2.5381, 0.6394)
O (-0.0596, 1.5946, 1.0318)
O (0.1421, 3.5490, -0.0292)
C (-1.1539, 3.9660, 0.0591)
H (3.5898, 3.7333, 2.2018)
H (4.4070, 3.1154, 0.8888)
H (4.5408, 2.2640, 2.5267)
H (2.2532, 1.5354, 2.4894)
H (2.8286, 0.8538, 1.0495)
H (-1.1848, 4.9602, -0.3867)
H (-1.4924, 3.9286, 1.0946)
H (-1.8670, 3.2674, -0.3784)
C (-2.4511, -0.9887, 3.5561)
C (-1.4533, -1.2930, 2.5543)
O (-0.2194, -1.1414, 3.2472)
C (0.9336, -1.3088, 2.5349)
O (0.9782, -1.5332, 1.3234)
O (1.8735, -1.3702, 3.3698)
C (3.2403, -1.5287, 3.0016)
H (-2.2955, -1.7881, 4.2806)
H (-3.3540, -1.0740, 2.9516)
H (-2.4361, 0.0062, 4.0012)
H (-1.4339, -0.6418, 1.6804)
H (-1.6740, -2.3128, 2.2390)
H (3.3176, -2.4617, 2.4434)
H (3.9250, -1.5448, 3.8497)
H (3.6498, -0.7731, 2.3312)

Here are the Mulliken charges for atoms 1 to 8, given in e:
1. Ag 1.20
2. As 1.95
3. F -0.48
4. F -0.52
5. F -0.47
6. F -0.46
7. F -0.51
8. F -0.54

***

For the records above, the corresponding total energy values read -28777.18838, -41662.12235, -32872.43449, -202903.54142 eV.
For the records above, the corresponding E_HOMO values read -7.92, -7.93, -7.83, -7.48 eV.
For the records above, the corresponding max |F| values read 0.61, 0.82, 0.71, 5.08 eV/Å.